# C18H17F9N5O6S2Sr

A structure of composition C18H17F9N5O6S2Sr at a distorted geometry (wB97M-V/def2-TZVPD, the OMol25 dataset).

Computed properties:
Kohn-Sham gap = 7.81 eV
E_tot = -3147.40286 Eh
LUMO level = 2.371 eV
largest force on an atom = 0.0457 hartree/bohr
ΔE to the lowest compared entry with this formula, charge and spin = 116.4 kJ/mol
total charge = -1
HOMO = -5.44 eV

XYZ file:
```
58
Properties=species:S:1:pos:R:3:forces:R:3
Sr -0.909 0.626 -0.841 -0.1773 -0.9767 -1.0058
N 5.178 -1.350 -4.075 0.0271 0.0796 0.0794
C 4.395 -0.652 -3.145 0.0863 -0.0397 -0.1435
C 3.369 -1.296 -2.464 -0.1469 -0.0783 0.1066
C 2.631 -0.629 -1.499 0.0675 0.0966 -0.1347
C 2.912 0.704 -1.222 0.4458 -0.2512 -0.2179
C 3.941 1.357 -1.892 -0.0834 -0.1118 -0.0347
C 4.674 0.683 -2.852 0.0299 0.0937 0.0189
S 2.039 1.534 0.042 -0.4709 -0.0152 0.3916
O 1.445 0.463 0.856 0.1869 0.3942 0.0316
O 2.948 2.436 0.700 0.0101 -0.0251 -0.0143
N 0.864 2.185 -0.823 -0.1246 2.2603 0.6266
C -0.060 3.081 -0.257 1.5036 -0.2078 -0.4186
N -1.232 3.156 -0.931 0.2846 0.6229 0.3740
C -2.150 3.983 -0.433 0.0311 -0.2859 -0.3312
C -1.946 4.730 0.703 0.0455 0.1014 0.1134
C -0.713 4.565 1.321 0.0102 0.0266 0.0517
N 0.232 3.764 0.868 -0.1832 -0.0064 -0.0784
H 4.733 -2.155 -4.487 -0.0622 0.0113 0.0195
H 5.617 -0.770 -4.771 -0.0176 0.0077 -0.0120
H 3.144 -2.333 -2.681 0.0034 -0.0004 -0.0073
H 1.839 -1.143 -0.965 0.0349 0.0260 0.0151
H 4.167 2.388 -1.652 -0.0218 -0.0171 0.0273
H 5.480 1.192 -3.370 -0.0151 -0.0301 0.0032
H -3.088 4.027 -0.975 -0.0083 -0.0467 -0.0160
H -2.704 5.393 1.096 0.0081 0.0019 0.0117
H -0.486 5.112 2.232 0.0645 -0.0172 0.0118
O -1.872 0.479 -3.041 -0.8743 -0.0872 -0.7741
N -3.076 0.380 -2.684 0.4474 0.0822 0.4622
O -3.233 0.438 -1.429 -0.9151 0.0173 -0.7877
O -1.537 1.130 1.345 0.0134 -0.8806 1.7242
S -1.060 -0.105 2.148 -0.1532 0.7978 -0.8034
C -2.536 -0.636 3.016 -0.3321 -0.0684 0.2987
C -2.569 0.040 4.404 -0.0225 0.0077 -0.0895
C -1.536 1.171 4.384 0.0917 -0.0105 -0.0714
C -0.347 0.600 3.618 0.1366 0.1872 0.2809
H -2.532 -1.725 3.056 -0.0089 0.0190 0.0304
H -3.345 -0.324 2.355 -0.0194 0.0009 0.0255
H -2.300 -0.691 5.170 0.0251 -0.0008 -0.0011
H -3.568 0.405 4.641 -0.0123 -0.0032 -0.0112
H -1.255 1.507 5.381 -0.0095 -0.0528 0.0442
H -1.922 2.031 3.835 -0.0114 -0.0092 -0.0170
H 0.145 -0.217 4.157 -0.0165 0.0347 0.0040
H 0.406 1.310 3.277 -0.0364 0.0074 0.0424
F -2.735 -4.524 -0.786 -0.1233 0.2621 -0.0346
C -2.472 -3.201 -0.944 -0.0596 -0.0234 0.0624
F -3.174 -2.543 -0.008 0.0699 -0.1840 -0.2370
F -2.940 -2.829 -2.143 0.0384 -0.1343 0.2360
C -0.952 -2.874 -0.820 -0.0574 0.4348 0.1344
O -0.779 -1.561 -0.672 0.1960 -2.0158 0.0239
C -0.228 -3.395 -2.109 0.1674 0.0152 0.0552
F 1.092 -3.599 -1.849 -0.2826 0.0460 -0.2046
F -0.304 -2.496 -3.088 0.0381 -0.2314 0.1055
F -0.715 -4.564 -2.578 0.1513 0.1875 0.0452
C -0.375 -3.643 0.416 0.0039 0.0932 0.0884
F 0.805 -3.128 0.782 -0.2549 -0.2229 -0.0226
F -1.205 -3.521 1.483 0.2683 -0.0862 -0.2088
F -0.203 -4.966 0.201 0.0133 0.2052 0.1313
```
Positions in Å, forces in eV/Å.

natural (NBO) atomic charge list, values in e, 6 entries:
1 Sr 1.77
2 N -0.80
3 C 0.16
4 C -0.22
5 C -0.17
6 C -0.38